C14H9BrN4O3 | ωB97M-V with the def2-TZVPD basis set

XYZ file:
```
31
Properties=species:S:1:pos:R:3:mulliken_charge:R:1
Br 5.8243 -3.5002 1.5216 -0.20
O 4.9810 -3.1105 -1.6970 -0.52
O -5.6050 3.7817 -0.3383 -0.17
O -5.5120 2.4859 1.4555 -0.63
N -4.9540 3.0763 0.5823 0.81
N 0.1718 -0.9095 1.7942 0.20
N -0.4609 0.2739 1.6881 -0.74
N -4.7561 3.8580 -1.5057 -0.59
C -2.6581 2.1238 0.6487 -0.56
C -3.7154 2.8254 0.1550 0.06
C 4.1353 -3.0391 0.6232 -0.29
C -2.3338 3.3632 -1.7985 -0.69
C 1.7600 -2.4521 0.9064 0.11
C -1.4043 1.9570 -0.0356 0.62
C -1.2234 2.6657 -1.2745 -0.48
C -3.5634 3.3386 -1.1266 0.90
C 2.9754 -2.6957 1.4082 -0.26
C 2.6767 -2.7284 -1.3017 -0.65
C -0.3887 0.9691 0.4749 -0.48
C 3.9724 -2.9160 -0.7938 0.93
C 0.6918 -2.1263 1.7581 -0.67
C 1.6528 -2.4669 -0.4829 -0.32
H -2.8770 1.5822 1.5779 0.44
H 5.8834 -3.0678 -1.2608 0.30
H 2.5214 -2.7171 -2.3911 0.36
H -0.2817 2.7193 -1.8761 0.34
H 3.0943 -2.7931 2.4512 0.49
H 0.5569 0.8695 -0.0824 0.42
H -2.2532 3.7770 -2.7936 0.39
H 0.4728 -2.8694 2.5082 0.48
H 0.6166 -2.2745 -0.7950 0.40
```

Computed properties:
- energy relative to the best compared isomer or geometry (same formula, charge and spin) (kcal per mole) = 57.8
- lowest unoccupied orbital energy (eV) = -1.77
- total charge = 0
- electronic energy (Ha) = -3557.29006
- SMILES string = [O-][n+]1onc2ccc(/C=N/N=C\c3ccc(O)c(Br)c3)cc21
- M (Da) = 361.2